This record from the Open Molecules 2025 dataset describes a structure of composition C12H27ClDyNO2P2 at a distorted geometry. The level of theory is ωB97M-V with the def2-TZVPD basis set.

Results
Net charge: 0
E_LUMO (alpha / beta) (eV): -0.131 / 0.052
Calculated total energy (hartree): -2706.4517
Multiplicity: 6

Geometry (Å):
C -0.80 0.86 -3.21
C -0.82 0.33 -1.90
N 0.10 0.76 -0.95
C 0.82 1.86 -1.20
C 0.79 2.47 -2.45
C 0.01 1.94 -3.47
C -1.90 -0.49 -1.52
P -2.40 -0.89 0.17
Dy 0.10 -0.32 1.22
P 2.22 1.37 1.29
C 1.66 2.47 -0.11
O -0.90 -3.15 -2.37
O 0.52 -3.97 -0.12
H -1.49 0.43 -3.95
H 1.44 3.33 -2.60
H 0.00 2.40 -4.45
C -3.83 0.24 0.12
C -3.18 -2.55 0.22
H 2.57 2.88 -0.56
H 1.13 3.32 0.36
H -1.01 -2.28 -1.93
H -2.52 -0.95 -2.32
C 2.67 2.60 2.54
C 3.84 0.85 0.64
H 1.03 -2.02 0.71
H -0.20 -4.16 0.49
H -0.01 -3.32 -0.64
H -0.13 -2.90 -2.96
H -0.94 1.06 1.95
H 1.60 -1.73 1.10
H -4.60 -0.19 -0.52
H -4.16 0.34 1.16
H -3.51 1.21 -0.27
H -3.99 -2.59 -0.52
H -2.47 -3.38 0.04
H -3.60 -2.63 1.24
H 4.49 1.73 0.61
H 4.24 0.10 1.34
H 3.72 0.41 -0.35
H 3.58 3.11 2.21
H 1.84 3.31 2.67
H 2.85 2.05 3.47
Cl -0.67 -2.07 3.27
C 0.45 -0.76 3.54
H 0.03 0.02 4.20
H 1.44 -1.12 3.82